Model one:
Molecular formula: C5H14
Method: DFT, the ωB97M-V functional and the def2-TZVPD basis

Structure (XYZ):
```
19
Properties=species:S:1:pos:R:3:mulliken_charge:R:1
C 1.942 -0.571 -0.051 -0.863
C 1.271 -1.906 0.094 -0.305
C -0.209 -2.056 -0.378 -0.991
H 2.879 -0.590 0.557 0.312
H 2.390 -0.532 -1.052 0.291
H 1.336 0.337 0.015 0.074
H 1.376 -2.187 1.150 0.280
H 1.811 -2.798 -0.288 0.315
H -0.462 -3.115 -0.227 0.328
H -0.545 -1.598 -1.296 0.308
H -0.776 -1.677 0.494 0.228
C -1.430 1.832 -0.572 -0.625
C -1.405 2.362 0.862 -0.875
H -1.655 2.468 -1.418 0.363
H -0.358 1.635 -0.828 0.084
H -1.899 0.847 -0.770 0.228
H -1.813 1.706 1.629 0.278
H -2.070 3.218 0.991 0.313
H -0.382 2.626 1.090 0.258
```

Values from the calculation:
SMILES	CCC.CC
gap between HOMO and LUMO	11.797	eV
E_HOMO	-10.6573	eV
net charge	0



Model two:
Molecular formula: C5H14
Method: DFT, the ωB97M-V functional and the def2-TZVPD basis

Structure (XYZ):
```
19
Properties=species:S:1:pos:R:3:mulliken_charge:R:1
C -2.263 -2.199 0.409 -1.298
C -1.252 -1.051 0.244 -0.137
C 0.186 -1.547 0.081 -0.997
H -2.278 -2.799 -0.500 0.340
H -1.992 -2.808 1.273 0.343
H -3.251 -1.775 0.575 0.333
H -1.557 -0.455 -0.612 0.276
H -1.308 -0.403 1.119 0.296
H 0.877 -0.717 0.161 0.177
H 0.442 -2.225 0.908 0.336
H 0.281 -2.140 -0.823 0.309
C 1.193 2.022 -0.912 -0.674
C 1.986 2.680 0.204 -0.854
H 0.940 2.707 -1.725 0.339
H 1.735 1.186 -1.347 0.282
H 0.248 1.629 -0.543 0.102
H 2.186 1.989 1.021 0.274
H 1.464 3.551 0.596 0.278
H 2.947 3.056 -0.165 0.276
```

Values from the calculation:
SMILES	CCC.CC
gap between HOMO and LUMO	12.647	eV
E_HOMO	-11.4940	eV
net charge	0



Model three:
Molecular formula: C5H14
Method: DFT, the ωB97M-V functional and the def2-TZVPD basis

Structure (XYZ):
```
19
Properties=species:S:1:pos:R:3:mulliken_charge:R:1
C 0.776 -0.173 -2.241 -1.146
C 0.915 -0.393 -0.657 0.051
C 2.433 -0.867 -0.632 -1.441
H -0.281 -0.259 -2.604 0.334
H 1.238 0.765 -2.586 0.298
H 1.202 -0.931 -2.900 0.340
H 0.039 -0.879 -0.227 0.330
H 0.946 0.612 -0.240 0.070
H 2.687 -1.486 0.117 0.487
H 3.165 -0.104 -0.662 0.342
H 2.730 -1.608 -1.403 0.324
C -1.419 0.577 1.253 -0.634
C -2.633 0.796 2.257 -1.020
H -0.834 -0.262 1.612 0.271
H -1.695 0.401 0.151 0.247
H -0.818 1.459 1.204 0.280
H -2.963 1.869 2.167 0.261
H -2.374 0.653 3.330 0.281
H -3.481 0.136 2.165 0.326
```

Values from the calculation:
SMILES	CCC.CC
gap between HOMO and LUMO	11.783	eV
E_HOMO	-10.7247	eV
net charge	0



Model four:
Molecular formula: C5H14
Method: DFT, the ωB97M-V functional and the def2-TZVPD basis

Structure (XYZ):
```
19
Properties=species:S:1:pos:R:3:mulliken_charge:R:1
C -0.883 -0.465 -0.140 -1.159
C -1.582 -0.410 1.203 -0.195
C -2.721 0.569 1.337 -1.176
H -1.336 -1.010 -0.980 0.416
H 0.074 -0.994 -0.003 0.218
H -0.818 0.520 -0.535 0.408
H -1.841 -1.430 1.484 0.290
H -0.837 -0.237 2.012 0.272
H -3.572 0.161 0.730 0.278
H -3.083 0.660 2.356 0.320
H -2.784 1.550 0.840 0.339
C 2.381 -0.025 -1.904 -0.769
C 2.641 0.326 -0.349 -0.567
H 1.359 -0.339 -2.061 0.243
H 2.600 0.868 -2.474 0.264
H 3.022 -0.878 -2.137 0.263
H 1.761 0.054 0.191 -0.002
H 3.074 1.300 -0.169 0.313
H 3.435 -0.384 -0.102 0.244
```

Values from the calculation:
SMILES	CCC.CC
gap between HOMO and LUMO	11.854	eV
E_HOMO	-10.6948	eV
net charge	0



Which structure is most stable? model two, by 88.2 kJ/mol over the runner-up.



Model one:
Molecular formula: C5H14
Method: DFT, the ωB97M-V functional and the def2-TZVPD basis

Structure (XYZ):
```
19
Properties=species:S:1:pos:R:3:mulliken_charge:R:1
C 2.442 -0.331 0.661 -1.111
C 1.434 0.107 1.762 -0.228
C 0.612 1.315 1.258 -1.007
H 3.026 0.557 0.430 0.312
H 2.958 -1.286 0.782 0.353
H 1.886 -0.689 -0.217 0.228
H 0.800 -0.741 1.999 0.303
H 2.081 0.425 2.569 0.263
H 1.127 2.231 1.538 0.390
H 0.525 1.325 0.171 0.222
H -0.386 1.219 1.686 0.277
C -2.763 -0.219 -2.093 -0.942
C -1.557 -0.851 -1.366 -0.643
H -2.477 0.048 -3.104 0.280
H -3.562 -0.943 -2.282 0.290
H -3.169 0.689 -1.653 0.284
H -1.650 -0.807 -0.286 0.225
H -1.653 -1.932 -1.497 0.313
H -0.662 -0.322 -1.670 0.190
```

Values from the calculation:
SMILES	CCC.CC
gap between HOMO and LUMO	12.433	eV
E_HOMO	-11.2996	eV
net charge	0



Model two:
Molecular formula: C5H14
Method: DFT, the ωB97M-V functional and the def2-TZVPD basis

Structure (XYZ):
```
19
Properties=species:S:1:pos:R:3:mulliken_charge:R:1
C -1.278 -0.262 -0.778 -1.143
C -0.733 -1.659 -0.968 -0.125
C -0.287 -1.962 -2.409 -1.075
H -2.193 -0.055 -1.336 0.383
H -1.451 -0.010 0.266 0.318
H -0.545 0.471 -1.132 0.279
H 0.153 -1.769 -0.325 0.184
H -1.419 -2.437 -0.615 0.292
H 0.741 -1.635 -2.569 0.297
H -0.397 -3.022 -2.636 0.317
H -0.924 -1.424 -3.116 0.284
C 0.801 2.128 2.568 -0.855
C 1.311 1.261 1.445 -0.683
H 0.806 1.704 3.568 0.289
H 1.301 3.098 2.592 0.275
H -0.244 2.383 2.344 0.252
H 0.813 0.318 1.193 0.128
H 1.152 1.791 0.502 0.238
H 2.394 1.081 1.408 0.346
```

Values from the calculation:
SMILES	CCC.CC
gap between HOMO and LUMO	12.481	eV
E_HOMO	-11.3600	eV
net charge	0



Model three:
Molecular formula: C5H14
Method: DFT, the ωB97M-V functional and the def2-TZVPD basis

Structure (XYZ):
```
19
Properties=species:S:1:pos:R:3:mulliken_charge:R:1
C -2.742 -0.016 -0.752 -1.132
C -2.031 -1.384 -0.538 -0.239
C -0.732 -1.098 0.213 -0.915
H -3.741 -0.107 -1.171 0.357
H -2.729 0.545 0.181 0.300
H -2.163 0.522 -1.516 0.277
H -1.912 -1.877 -1.505 0.267
H -2.726 -1.952 0.074 0.275
H 0.020 -1.894 0.168 0.409
H -0.865 -0.877 1.277 0.337
H -0.197 -0.274 -0.238 0.039
C 1.896 1.039 0.331 -0.725
C 3.369 1.308 0.701 -1.010
H 1.845 1.090 -0.766 0.314
H 1.665 -0.019 0.447 0.197
H 1.167 1.695 0.791 0.349
H 3.509 1.064 1.762 0.294
H 3.569 2.364 0.558 0.296
H 4.084 0.644 0.219 0.309
```

Values from the calculation:
SMILES	CCC.CC
gap between HOMO and LUMO	12.396	eV
E_HOMO	-11.3142	eV
net charge	0



Which structure is most stable? model two, by 13.9 kJ/mol over the runner-up.



Model one:
Molecular formula: C5H12O4
Method: DFT, the ωB97M-V functional and the def2-TZVPD basis

Structure (XYZ):
```
21
Properties=species:S:1:pos:R:3:mulliken_charge:R:1
C 0.136 -0.843 -0.070 0.917
C 0.256 1.336 0.872 0.121
C -0.908 -0.294 0.678 -0.731
C 0.315 -0.596 -1.525 -1.426
C 1.757 1.315 0.930 -1.311
O -1.775 -2.106 0.000 -0.569
O -2.499 -1.560 -1.164 -0.435
O 1.067 -1.544 0.597 -0.411
O -0.162 2.251 -0.096 -0.530
H -3.343 -2.019 -1.071 0.293
H 1.747 -1.856 -0.014 0.387
H -1.110 2.409 -0.007 0.377
H -0.179 1.547 1.851 0.365
H -1.041 -0.598 1.706 0.406
H -1.716 0.193 0.152 0.376
H 1.343 -0.780 -1.848 0.483
H -0.366 -1.266 -2.058 0.398
H 0.038 0.427 -1.783 0.287
H 2.195 1.170 -0.060 0.283
H 2.131 2.275 1.303 0.393
H 2.113 0.539 1.607 0.327
```

Values from the calculation:
gap between HOMO and LUMO	7.546	eV
E_HOMO	-7.0289	eV
net charge	0



Model two:
Molecular formula: C5H12O4
Method: DFT, the ωB97M-V functional and the def2-TZVPD basis

Structure (XYZ):
```
21
Properties=species:S:1:pos:R:3:mulliken_charge:R:1
C 1.365 -1.132 0.625 0.213
C -0.998 -0.707 0.108 -0.849
C 1.768 -1.902 -0.599 -0.914
O 1.869 0.005 0.839 -0.800
O -1.603 -0.696 1.378 -0.534
H 0.783 1.114 1.339 0.454
H -1.378 0.142 1.808 0.419
H 0.945 -1.692 1.465 0.448
H -0.719 -1.729 -0.145 0.411
H -1.734 -0.517 -0.680 0.366
H 1.691 -1.278 -1.491 0.264
H 2.811 -2.209 -0.484 0.337
H 1.155 -2.793 -0.732 0.360
C -1.653 1.928 -0.621 -1.326
C -0.387 1.293 -0.138 0.807
O 0.611 1.324 -1.027 -0.574
O -0.085 1.595 1.134 -0.621
H 1.417 0.964 -0.568 0.449
H -1.517 3.011 -0.611 0.390
H -2.478 1.669 0.039 0.322
H -1.865 1.611 -1.638 0.379
```

Values from the calculation:
gap between HOMO and LUMO	8.594	eV
E_HOMO	-8.2246	eV
net charge	0



Which structure is most stable? model two, by 361.8 kJ/mol over the runner-up.



Model one:
Molecular formula: C6H14N2
Method: DFT, the ωB97M-V functional and the def2-TZVPD basis

Structure (XYZ):
```
22
Properties=species:S:1:pos:R:3:mulliken_charge:R:1
C -1.484 1.558 2.100 -1.212
C -2.016 1.385 0.710 0.069
C -1.945 0.274 -0.008 -0.209
C -2.527 0.137 -1.382 -1.094
H -0.889 0.699 2.407 0.290
H -0.871 2.462 2.154 0.293
H -2.282 1.742 2.824 0.360
H -2.535 2.250 0.304 0.275
H -1.489 -0.599 0.449 0.320
H -2.892 1.101 -1.729 0.305
H -1.811 -0.248 -2.108 0.300
H -3.367 -0.563 -1.362 0.321
C 2.664 -2.206 -0.253 -0.704
N 1.526 -1.518 -0.842 -0.375
C 1.346 -0.297 -0.616 -0.007
N 2.222 0.565 0.141 -0.622
H 3.282 -2.617 -1.054 0.229
H 2.289 -3.053 0.318 0.251
H 3.289 -1.567 0.368 0.336
H 0.460 0.201 -1.006 0.394
H 2.535 1.323 -0.457 0.244
H 1.691 1.007 0.886 0.236
```

Values from the calculation:
SMILES	C/C=C/C.C/N=C\N
gap between HOMO and LUMO	10.156	eV
E_HOMO	-9.2157	eV
net charge	0



Model two:
Molecular formula: C6H14N2
Method: DFT, the ωB97M-V functional and the def2-TZVPD basis

Structure (XYZ):
```
22
Properties=species:S:1:pos:R:3:mulliken_charge:R:1
C 2.506 1.581 -1.845 -0.847
C 1.471 1.172 -1.105 -0.131
C 0.972 -0.247 -1.038 -0.467
C 0.552 -0.815 0.406 0.053
C -0.285 -2.099 0.347 -1.250
N -0.296 0.213 1.090 -0.516
C -1.666 0.406 0.436 -0.692
N -2.757 0.096 1.294 -0.567
H 2.981 0.999 -2.633 0.289
H 2.978 2.491 -1.559 0.271
H 1.014 1.734 -0.305 0.207
H 1.735 -0.937 -1.395 0.389
H -0.029 -0.503 -1.424 0.207
H 1.453 -1.065 0.991 0.355
H -1.374 -1.961 0.416 0.295
H -0.052 -2.883 -0.373 0.349
H -0.200 -2.506 1.338 0.392
H 0.183 1.086 1.254 0.394
H -1.621 1.503 0.329 0.410
H -1.846 -0.093 -0.510 0.421
H -2.799 -0.845 1.661 0.210
H -2.940 0.662 2.106 0.229
```

Values from the calculation:
SMILES	C=CC[C@H](C)NCN
gap between HOMO and LUMO	9.742	eV
E_HOMO	-8.5960	eV
net charge	0



Which structure is most stable? model one, by 81.1 kJ/mol over the runner-up.